(1)
C3H4F2O | the ωB97M-V functional and the def2-TZVPD basis

Cartesian coordinates (Å):
1 C 0.09055 -1.29262 0.01763
2 C 0.24612 -0.02392 -0.59740
3 H 1.06189 -0.04289 -1.31575
4 H -1.20452 1.48628 0.10283
5 C -0.18796 1.15209 0.26668
6 H -0.23672 -1.36199 1.08751
7 F -0.08443 0.88144 1.60674
8 H 0.62389 -2.19788 -0.29539
9 F 0.61696 2.21362 0.02908
10 O -0.92578 -0.81413 -0.90194

Forces on atoms 1 to 2 (eV/Å):
-1.4584 -2.2605 1.8572
-0.5555 0.1075 0.2919

net charge = 0
maximum force = 3.27 eV/A
relative energy (zero: lowest compared OMol25 entry of this formula, charge and spin) = 31.3 kcal per mole
Kohn-Sham gap = 12.03 eV
E_HOMO = -10.9511 eV
electronic energy = -391.62294 a.u.


(2)
C12H11NO6V | the ωB97M-V functional and the def2-TZVPD basis

Cartesian coordinates (Å):
1 O -2.12733 1.53994 -0.30701
2 C -4.17636 1.34646 -1.41932
3 C -3.96353 0.66828 0.99807
4 H -1.46403 1.16699 0.30123
5 H -5.06838 0.73769 -1.56967
6 C 4.63491 -1.48801 0.26395
7 C 3.42170 -0.98183 -0.17312
8 H 5.95441 -1.71308 1.94162
9 C 1.42714 0.08862 -0.03944
10 V -0.33163 0.48086 -1.82901
11 C 2.93723 -0.12540 2.07642
12 O -0.56150 1.48931 -3.08920
13 O -1.78561 -0.89715 -1.34776
14 C 5.00624 -1.31895 1.59136
15 H 2.28848 0.39622 2.77186
16 H -4.83332 0.01380 0.95595
17 C -3.28082 0.71413 -0.36218
18 C 2.55713 -0.29321 0.73433
19 H -4.26523 1.67641 1.29454
20 H 4.45165 -0.50868 3.52734
21 C 4.14861 -0.63404 2.49218
22 O 3.20434 -1.50582 -2.53325
23 H 5.28293 -2.01082 -0.43234
24 O -3.82889 -1.57627 -0.73437
25 N 1.55830 -0.33992 -1.33695
26 H -3.62266 1.42556 -2.35604
27 H -3.27735 0.27456 1.75198
28 C 2.76198 -0.99920 -1.49017
29 H -4.46620 2.35251 -1.10311
30 O 0.35766 0.74757 0.26481
31 C -2.93986 -0.72654 -0.84268

Forces on atoms 1 to 2 (eV/Å):
-0.1010 0.1139 0.1396
-0.0416 0.0241 0.0046

net charge = -2
maximum force = 0.21 eV/A
relative energy (zero: lowest compared OMol25 entry of this formula, charge and spin) = 0.8 kcal per mole
multiplicity = 4
Kohn-Sham gap (spin up / spin down) = 4.45 / 7.69 eV
E_HOMO (spin up / spin down) = 0.8511 / -2.3925 eV
electronic energy = -1914.22295 a.u.


(3)
C16H20F12O8 | the ωB97M-V functional and the def2-TZVPD basis

Cartesian coordinates (Å):
1 F -3.36892 -2.97872 3.82181
2 H 1.01632 -2.08878 2.60190
3 H -4.52996 2.82580 3.23286
4 O -2.48532 -0.14136 -1.43239
5 H -4.53232 -2.52407 -1.28910
6 F 2.44527 2.93722 3.00517
7 H -4.66933 1.04950 0.56426
8 C -4.48367 -1.98795 3.71466
9 C -1.33152 0.07793 -2.07650
10 O -2.84577 -1.13049 2.13950
11 C -3.86931 -0.90259 2.75456
12 O 1.50540 0.59052 1.90115
13 H 3.77000 -0.96349 -1.58777
14 H 4.00514 -1.75026 -2.98663
15 O -4.62430 0.18695 2.57055
16 F 4.12342 2.99952 1.61233
17 O 2.50085 1.50159 0.01651
18 F 3.92954 1.37123 3.14804
19 H -0.48612 -1.08007 2.90234
20 O 5.35004 -0.14514 -2.79244
21 C 2.35531 1.41326 1.26009
22 H -0.37544 -2.24289 1.80139
23 F -1.19699 2.14637 -0.71901
24 H 3.04306 1.28111 -2.74255
25 F 0.27676 1.70313 -2.30143
26 H -6.05403 2.50941 2.10501
27 C 7.66552 -0.01923 -2.82919
28 C 2.93717 0.16059 -3.18422
29 F -4.58232 -1.34873 4.86517
30 O -0.56549 -0.66523 -2.49345
31 H 3.19282 0.19432 -4.19257
32 C 3.27774 2.22464 2.25945
33 C 0.76304 -0.37348 1.21742
34 O 6.53130 -1.67463 -1.60859
35 F 8.07449 0.97927 -2.01752
36 F 8.65994 -0.95651 -2.78869
37 C -4.94908 2.62936 2.15510
38 H -2.59649 -2.17712 -2.37372
39 F -1.66635 2.35037 -2.74726
40 C -4.29883 1.24446 1.71804
41 F -5.63251 -2.55857 3.38922
42 H -4.68889 -1.43619 -0.07976
43 H -2.28507 -2.13889 -0.48614
44 F 7.49416 0.46842 -4.11724
45 C -0.96098 1.61014 -1.95402
46 C 4.05316 -0.66043 -2.58207
47 H -0.14349 0.08835 0.63043
48 C -4.29258 -1.67919 -1.11391
49 H -4.89340 -1.08767 -1.86588
50 H -3.18165 1.30203 1.84173
51 H 1.97677 -0.25227 -3.17839
52 C -2.82782 -1.58835 -1.32554
53 C 0.27734 -1.41680 2.25728
54 H 1.43484 -0.67843 0.26178
55 H -4.67381 3.55249 1.50946
56 C 6.43235 -0.75050 -2.39122

Forces on atoms 1 to 2 (eV/Å):
-3.5942 2.0545 -0.0099
1.2570 0.1788 1.2194

net charge = 0
maximum force = 11.84 eV/A
relative energy (zero: lowest compared OMol25 entry of this formula, charge and spin) = 129.3 kcal per mole
Kohn-Sham gap = 11.39 eV
E_HOMO = -11.0321 eV
electronic energy = -2421.86265 a.u.


(4)
C29H27IrN4S2Si | the ωB97M-V functional and the def2-TZVPD basis

Cartesian coordinates (Å):
1 H -2.09575 -3.96052 0.26295
2 Ir 0.80676 -0.24619 0.00800
3 H 1.48988 1.31139 2.70590
4 N -1.00292 0.49660 -1.04864
5 H -0.02700 -3.11102 2.92448
6 N 1.34852 -2.24156 0.21445
7 N 0.07800 1.42144 1.24268
8 H 1.07506 -4.84604 -1.48492
9 Si 0.34203 -3.67248 0.56454
10 C -2.70954 0.51353 -2.74150
11 C 3.63034 -2.99508 -0.50422
12 H 4.74448 1.35091 -2.29918
13 C 3.82209 1.10297 -1.78102
14 H 2.95442 3.57860 7.01436
15 H 2.98155 1.31378 -2.44473
16 C -1.03970 3.58845 2.59752
17 C -1.04024 2.04881 0.76286
18 H -1.48138 4.43041 3.11401
19 C 4.76895 -2.53105 -1.12227
20 C -4.56813 -0.66279 -5.91484
21 C -2.72343 -1.20001 -4.64414
22 C -2.81914 3.74117 0.86820
23 C 1.12404 4.60345 6.25341
24 C 0.36535 -3.97848 2.38875
25 H -1.83902 -1.74573 -4.34894
26 H 5.76230 -0.84819 -2.04609
27 S -4.66689 0.51460 -4.71908
28 H -0.99486 -0.83214 -2.58845
29 C 0.31164 4.44620 5.16205
30 H 5.60614 -3.20088 -1.27153
31 H -4.26636 3.70617 -0.67720
32 C 0.72291 3.38560 4.31340
33 H -1.43101 -2.95605 -1.02731
34 H -0.55156 5.06730 4.97359
35 H 0.99122 5.34828 7.02487
36 H 0.20920 -5.90976 -0.37304
37 C -1.52344 0.00117 -2.14594
38 H 1.89107 -5.51560 -0.06247
39 C -3.47304 -1.52341 -5.75502
40 C -2.77752 2.14202 -0.94793
41 H -0.27720 -4.83280 2.61517
42 C 0.09884 2.95243 3.09540
43 C 0.61729 1.85253 2.35947
44 C -1.61546 1.55139 -0.43871
45 S 2.15585 2.61369 4.94885
46 H 1.36271 -4.20217 2.77178
47 C 3.80678 -0.33199 -1.36322
48 H -1.69646 -2.27554 0.59901
49 C 2.17812 3.66528 6.26465
50 H -4.22321 2.03982 -2.52574
51 H -5.30657 -0.70043 -6.70413
52 H -3.26155 4.58201 1.38661
53 C -3.37012 3.26057 -0.26533
54 H 3.73069 1.75285 -0.90842
55 C -3.23075 -0.09137 -3.93852
56 N 2.70028 -0.79706 -0.76080
57 C 4.86435 -1.20282 -1.56016
58 H 3.54065 -4.01331 -0.15559
59 C -3.32002 1.59962 -2.12030
60 C 0.94875 -5.10790 -0.43162
61 H -3.26147 -2.33602 -6.43399
62 C -1.63470 3.13735 1.41512
63 C 2.57804 -2.08698 -0.34293
64 C -1.37986 -3.16498 0.04583

Forces on atoms 1 to 2 (eV/Å):
0.0734 -0.0159 0.0228
-0.7956 1.3408 0.0712

net charge = +3
maximum force = 1.77 eV/A
relative energy (zero: lowest compared OMol25 entry of this formula, charge and spin) = 2.4 kcal per mole
multiplicity = 6
Kohn-Sham gap (spin up / spin down) = 6.46 / 3.21 eV
E_HOMO (spin up / spin down) = -15.4229 / -14.8076 eV
electronic energy = -2529.55112 a.u.


(5)
C24H18N5O6 | the ωB97M-V functional and the def2-TZVPD basis

Cartesian coordinates (Å):
1 H 2.25223 3.81987 1.05144
2 C 0.56862 -2.20014 1.56153
3 C 0.12963 -0.07097 -1.47366
4 O 0.32070 -2.45564 -1.25925
5 C 4.37351 3.42568 1.00041
6 C -1.15584 -3.93951 1.73222
7 C 0.18857 -3.57131 1.66928
8 C -1.70422 -1.53360 1.72297
9 C -2.01319 4.29337 -0.38201
10 N -3.44852 -3.06380 1.66504
11 C 3.03681 3.14761 0.69978
12 N 1.95842 -1.88314 1.49207
13 H -1.60821 -3.50789 -2.61507
14 H 1.39136 4.35905 -0.79078
15 H -3.46400 -2.64586 -3.79908
16 C -2.18373 2.92346 -0.15759
17 C -3.59664 -2.60496 -2.71226
18 H -4.31348 -3.38265 -2.42908
19 N 1.11730 0.34840 -0.75751
20 H -0.38099 0.58748 -2.19237
21 H -0.58697 5.87330 -0.81749
22 O 2.32220 -0.68527 1.57459
23 O -1.61562 -1.50739 -1.99011
24 H 6.43247 2.77890 0.79671
25 C 2.70429 1.98163 -0.03728
26 H 4.63063 4.32160 1.57415
27 H -1.23412 1.00575 -0.03181
28 C 1.34309 1.62429 -0.40526
29 C -2.11657 -2.88285 1.81011
30 C -0.33772 -1.47132 -1.54645
31 C -1.07827 2.07928 -0.17190
32 C -0.72754 4.80751 -0.62144
33 C -2.25370 -2.81622 -2.05113
34 H 0.95971 -4.33669 1.64121
35 C 5.05976 1.37456 -0.11686
36 H 5.83273 0.67630 -0.43540
37 H -4.02132 -1.62739 -2.45634
38 C -0.38619 -1.16570 1.51237
39 C 0.22461 2.57852 -0.36850
40 H -0.10736 -0.12097 1.40507
41 C -1.69531 -5.26478 1.65369
42 H 3.44998 0.14355 -0.86497
43 O 2.77520 -2.82107 1.35527
44 C 3.72644 1.07915 -0.38681
45 N -2.14779 -6.34120 1.62984
46 O -3.93943 -1.74978 1.53655
47 H -2.37406 -3.17845 -1.02000
48 O -3.13926 0.40242 1.54968
49 H -3.17047 2.50390 0.03669
50 H -2.87646 4.96268 -0.35850
51 C 5.38648 2.55301 0.57459
52 C 0.38691 3.96758 -0.60289
53 N -2.89463 -0.79029 1.60658

Forces on atoms 1 to 2 (eV/Å):
0.2920 -0.2770 -0.0832
-1.5428 0.3571 0.2480

net charge = -1
maximum force = 2.72 eV/A
relative energy (zero: lowest compared OMol25 entry of this formula, charge and spin) = 0.0 kcal per mole
Kohn-Sham gap = 3.60 eV
E_HOMO = -2.9148 eV
electronic energy = -1650.34778 a.u.


(6)
C23H14ClIN3O4Pd | the ωB97M-V functional and the def2-TZVPD basis

Cartesian coordinates (Å):
1 O -1.70507 -1.08108 1.35974
2 C 4.14646 -1.31580 -0.03144
3 H -0.36519 -5.33122 -0.35654
4 C -0.15508 -3.19134 -0.41442
5 H -3.32410 1.74590 -0.90648
6 C 0.46016 4.08612 0.96879
7 C -3.42821 -2.53842 0.73808
8 H 2.06697 -5.71060 -0.01682
9 C 1.58560 6.61502 1.25847
10 H -5.93372 -2.13339 -1.50752
11 C -2.71005 0.96633 -0.45183
12 C 4.73334 -2.57692 -0.00553
13 C -4.41884 -0.68766 -1.05661
14 C -0.04354 5.16711 0.22406
15 C -5.05370 -1.90299 -0.92061
16 H 2.95226 5.68575 2.63755
17 H -5.05100 -3.78142 0.12858
18 C -2.73523 -1.30212 0.61257
19 I 5.33030 0.41444 0.01652
20 Pd 0.04279 -0.10201 0.49561
21 O 2.21840 0.04869 -0.01006
22 C 1.66641 -4.71155 -0.12051
23 C -3.27312 -0.35753 -0.32395
24 C -0.11087 2.71580 0.88573
25 C 2.10667 5.54402 1.97677
26 C -4.54923 -2.82940 -0.00392
27 H -4.82457 0.04287 -1.74989
28 C 2.54640 -3.60833 -0.08111
29 C 0.32636 -4.50205 -0.29635
30 H 0.11246 7.25667 -0.17206
31 O -1.06620 5.04102 -0.63728
32 C 0.52646 6.42937 0.39117
33 Cl 4.71023 -5.27352 0.08925
34 H -1.40369 4.10806 -0.53868
35 N -1.56284 1.27645 0.00860
36 O 0.37173 1.80202 1.61892
37 C 1.96285 -2.31655 -0.14439
38 H 2.00434 7.60716 1.38021
39 N 0.62780 -2.14103 -0.31649
40 H -3.04300 -3.24336 1.46526
41 C 1.53677 4.29362 1.82972
42 C 2.75785 -1.10566 -0.04982
43 H -1.20634 -3.00370 -0.59284
44 H 1.91024 3.43348 2.36818
45 H 5.80977 -2.67679 0.01597
46 N -1.12663 2.56020 0.04024
47 C 3.94988 -3.70323 0.00028

Forces on atoms 1 to 2 (eV/Å):
0.2573 -0.0602 -0.1102
-0.0860 0.5393 0.0223

net charge = -1
maximum force = 0.88 eV/A
relative energy (zero: lowest compared OMol25 entry of this formula, charge and spin) = 0.0 kcal per mole
multiplicity = 3
Kohn-Sham gap (spin up / spin down) = 7.22 / 6.63 eV
E_HOMO (spin up / spin down) = -4.8724 / -4.8422 eV
electronic energy = -2235.94783 a.u.


Number 3 is which compound?
C16H20F12O8